No. 1
{"formula": "C10H19N2OSi", "method": "wB97M-V/def2-TZVPD", "symbols": ["Si", "O", "N", "N", "C", "C", "C", "C", "C", "C", "C", "C", "C", "C", "H", "H", "H", "H", "H", "H", "H", "H", "H", "H", "H", "H", "H", "H", "H", "H", "H", "H", "H"], "xyz": [[-1.05, 2.09, 0.89], [0.23, 3.06, 1.02], [0.43, 0.42, -2.34], [0.85, -1.97, -1.14], [0.97, -1.16, 2.18], [0.62, 0.04, 1.64], [1.20, 3.47, 1.98], [-1.26, -1.92, 2.02], [0.04, -2.13, 2.46], [-0.90, 1.15, -2.03], [-1.62, -0.66, 1.62], [-0.16, -1.85, -2.22], [-0.71, 0.36, 1.48], [0.29, -0.74, -3.21], [0.58, -1.97, -0.17], [-2.09, 3.04, 1.24], [-1.06, -1.54, -1.73], [1.35, -2.81, -1.49], [-1.74, 0.53, -1.75], [-2.05, -2.61, 2.27], [-1.07, 1.87, -2.78], [2.01, -1.23, 2.36], [-0.43, -2.71, -2.70], [2.06, 3.64, 1.48], [0.69, 4.21, 2.54], [0.94, -0.06, -1.57], [-2.70, -0.44, 1.44], [1.30, -0.82, -3.70], [0.34, -3.23, 2.46], [1.37, 0.74, 1.55], [-0.57, -0.64, -3.99], [0.92, 1.24, -2.54], [1.22, 2.62, 2.71]], "total_charge": 1, "de_lowest_kcal_mol": 13.29, "homo_lumo_gap_ev": 7.4996}


No. 2
{"formula": "C10H19N3O4", "method": "wB97M-V/def2-TZVPD", "symbols": ["O", "O", "O", "O", "N", "N", "N", "C", "C", "C", "C", "C", "C", "C", "C", "C", "C", "H", "H", "H", "H", "H", "H", "H", "H", "H", "H", "H", "H", "H", "H", "H", "H", "H", "H", "H"], "xyz": [[0.63, 1.66, 1.23], [-3.26, -1.41, -0.42], [-4.17, 1.63, 1.35], [-2.52, 1.02, 2.77], [-4.70, -0.17, -1.72], [-0.94, 0.16, 0.56], [1.04, -1.89, 0.57], [2.53, 0.48, -1.05], [1.33, -0.55, 1.08], [-3.00, 1.28, 1.55], [0.26, 0.52, 0.94], [2.70, -0.03, 0.46], [-3.55, -0.37, -1.01], [3.25, -0.50, -1.93], [3.86, -0.98, 0.80], [-1.99, 1.17, 0.39], [-2.69, 0.93, -0.91], [2.81, 1.50, -1.05], [-1.13, -0.86, 0.53], [3.19, -0.28, -2.96], [-3.36, 1.18, 3.29], [3.80, -2.00, 0.33], [3.98, -1.02, 1.87], [2.84, 0.88, 1.11], [1.63, -0.57, 2.16], [-1.92, 0.72, -1.61], [4.32, -0.54, -1.74], [0.55, -1.80, -0.31], [4.81, -0.49, 0.52], [-4.96, 0.73, -2.24], [1.42, 0.43, -1.32], [-1.33, 2.07, 0.36], [-5.27, -0.98, -1.88], [0.37, -2.32, 1.19], [2.79, -1.46, -1.69], [-3.32, 1.84, -1.20]], "total_charge": 0, "de_lowest_kcal_mol": 34.48, "homo_lumo_gap_ev": 9.6622}


| no. | E (eV) |
| --- | --- |
| 1 | -23573.2789 |
| 2 | -23339.2495 |